7 unconnected molecules or ions with the total composition C43H65F15I3NO27PS in a non-equilibrium geometry, computed with the ωB97M-V functional and the def2-TZVPD basis.

Each atom is followed by the atoms it is bonded to, with distances in Å.
Element x y z (Å)
1 C -1.27125 -1.32056 1.41679  C2 1.329, H56 1.153
2 C -0.59108 -0.43257 0.69932  C1 1.329, C3 1.646
3 C 0.08291 0.66352 -0.32748  C2 1.646, C4 1.650, C9 1.643, C37 1.632
4 C 1.19285 1.11315 0.80728  C3 1.650, P5 1.819, H57 1.171, H58 1.173
5 P 2.46258 2.38190 0.51349  C4 1.819, O6 1.568, O7 1.759, O8 1.703
6 O 3.83157 1.93841 -0.11005  P5 1.568
7 O 2.96050 2.89633 2.12031  P5 1.759, H59 1.003
8 O 2.08623 3.85594 -0.25147  P5 1.703, H60 1.003
9 C 0.71755 -0.11810 -1.62612  C3 1.643, I10 2.234, C11 1.575, N14 1.542
10 I 2.73698 -1.02542 -1.33052  C9 2.234
11 C -0.03112 -1.25673 -2.41644  C9 1.575, C12 1.591, H61 1.172, H62 1.172
12 C -0.48946 -2.62552 -1.74840  C11 1.591, O13 1.439, H63 1.169, H64 1.173
13 O 0.24184 -3.15743 -0.62898  C12 1.439, H65 0.991
14 N 0.87772 1.13873 -2.50455  C9 1.542, C15 1.524, C31 1.364
15 C 1.79894 1.13388 -3.71919  N14 1.524, C16 1.652, H66 1.168, H67 1.147
16 C 0.99659 1.59681 -5.08737  C15 1.652, O17 1.450, H68 1.172, H69 1.149
17 O 1.89010 1.83771 -6.20367  C16 1.450, C18 1.448
18 C 1.50661 2.99039 -6.99153  O17 1.448, C19 1.640, H70 1.149, H71 1.168
19 C 0.51376 2.62417 -8.24411  C18 1.640, F20 1.463, F21 1.468, C22 1.610
20 F -0.31109 1.45096 -7.95745  C19 1.463
21 F -0.43962 3.74000 -8.29285  C19 1.468
22 C 1.26038 2.55356 -9.66914  C19 1.610, F23 1.461, F24 1.466, C25 1.611
23 F 2.37448 1.60962 -9.63655  C22 1.461
24 F 1.90066 3.85954 -9.85381  C22 1.466
25 C 0.30465 2.34600 -10.94963  C22 1.611, F26 1.435, F27 1.466, C28 1.614
26 F -0.68010 3.37043 -11.14630  C25 1.435
27 F 1.18429 2.41179 -12.12040  C25 1.466
28 C -0.44025 0.91730 -11.04252  C25 1.614, F29 1.438, F30 1.457, H72 1.164
29 F 0.19327 -0.14951 -10.31550  C28 1.438
30 F -1.85269 1.08746 -10.72676  C28 1.457
31 C 0.15418 2.23685 -2.14078  N14 1.364, O32 1.380, C37 1.656
32 O 0.03452 3.53755 -2.58528  C31 1.380, C33 1.437
33 C 1.17655 4.22656 -3.12052  O32 1.437, C34 1.618, H73 1.166, H74 1.169
34 C 1.34171 5.76497 -2.64652  C33 1.618, C35 1.630, O36 1.458, H75 1.157
35 C 2.93029 6.11967 -2.74018  C34 1.630, H76 1.157, H77 1.167, H78 1.153
36 O 0.53738 6.58382 -3.54481  C34 1.458, H79 0.995
37 C -0.90112 1.81434 -0.93649  C3 1.632, C31 1.656, C38 1.599, S43 1.890
38 C -2.23109 1.52285 -1.77455  C37 1.599, I39 2.222, C40 1.617, H80 1.175
39 I -3.43597 -0.26448 -1.23701  C38 2.222, I42 2.926
40 C -2.24122 1.54914 -3.39109  C38 1.617, C41 1.651, I42 2.242, H81 1.139
41 C -2.65170 3.01036 -4.04087  C40 1.651, H82 1.170, H83 1.147, H84 1.155
42 I -4.00831 0.33320 -4.04329  I39 2.926, C40 2.242
43 S -1.48653 3.19077 0.21954  C37 1.890, O44 1.508, O45 1.539, C46 1.879
44 O -0.45476 3.71476 1.18582  S43 1.508
45 O -1.93871 4.44714 -0.54571  S43 1.539
46 C -2.96208 2.71318 1.28107  S43 1.879, F47 1.435, F48 1.462, C49 1.649
47 F -2.97486 1.34339 1.70987  C46 1.435
48 F -4.24165 2.97187 0.62269  C46 1.462
49 C -3.05900 3.58732 2.67609  C46 1.649, F50 1.465, F51 1.436, C52 1.612
50 F -4.48527 3.55790 3.00805  C49 1.465
51 F -2.76128 4.97867 2.48575  C49 1.436
52 C -2.32690 2.89500 3.93465  C49 1.612, F53 1.461, F54 1.437, F55 1.427
53 F -2.03861 3.95446 4.89832  C52 1.461
54 F -3.18312 1.95295 4.60117  C52 1.437
55 F -1.07773 2.26143 3.66241  C52 1.427
56 H -1.61538 -2.26624 1.97985  C1 1.153
57 H 1.69395 0.13485 1.21141  C4 1.171
58 H 0.52639 1.43062 1.71863  C4 1.173
59 H 2.21480 3.50435 2.40484  O7 1.003
60 H 1.99412 4.58579 0.42962  O8 1.003
61 H -0.99148 -0.82580 -2.93216  C11 1.172
62 H 0.64611 -1.54848 -3.32796  C11 1.172
63 H -1.61522 -2.63973 -1.43456  C12 1.169
64 H -0.44075 -3.44368 -2.58733  C12 1.173
65 H 1.11142 -3.53980 -0.91040  O13 0.991
66 H 2.12425 0.05196 -4.01437  C15 1.168
67 H 2.74028 1.77364 -3.57638  C15 1.147
68 H 0.37983 0.64451 -5.38176  C16 1.172
69 H 0.21017 2.41257 -4.89730  C16 1.149
70 H 1.02105 3.83517 -6.38348  C18 1.149
71 H 2.48781 3.43563 -7.44227  C18 1.168
72 H -0.41731 0.60586 -12.16387  C28 1.164
73 H 1.19306 4.22732 -4.28635  C33 1.166
74 H 2.16584 3.68431 -2.81366  C33 1.169
75 H 0.92874 5.82822 -1.56807  C34 1.157
76 H 3.47138 5.54612 -1.89343  C35 1.157
77 H 3.32192 5.70310 -3.75775  C35 1.167
78 H 3.08270 7.26219 -2.69814  C35 1.153
79 H 0.98419 6.63762 -4.43265  O36 0.995
80 H -3.01674 2.35568 -1.50873  C38 1.175
81 H -1.40108 1.02027 -3.94988  C40 1.139
82 H -1.70179 3.48456 -4.53193  C41 1.170
83 H -3.43247 2.92166 -4.87645  C41 1.147
84 H -2.94458 3.73032 -3.18663  C41 1.155
85 C -1.68449 -8.62330 -3.65404  O86 1.427, H91 1.091, H92 1.093, H93 1.093
86 O -0.99336 -7.58550 -2.95966  C85 1.427, C87 1.347
87 C -1.48445 -7.31788 -1.73472  O86 1.347, O88 1.209, O89 1.349
88 O -2.42398 -7.86879 -1.20946  C87 1.209
89 O -0.74489 -6.32737 -1.19570  C87 1.349, C90 1.427
90 C -1.15455 -5.93607 0.11349  O89 1.427, H94 1.093, H95 1.093, H96 1.091
91 H -1.20539 -8.75416 -4.62576  C85 1.091
92 H -1.61474 -9.56636 -3.10589  C85 1.093
93 H -2.72916 -8.34778 -3.81943  C85 1.093
94 H -1.06474 -6.77189 0.81234  C90 1.093
95 H -2.17818 -5.55222 0.09878  C90 1.093
96 H -0.49211 -5.13594 0.44690  C90 1.091
97 C 2.43275 -4.91891 1.90525  O98 1.426, H103 1.092, H104 1.093, H105 1.093
98 O 1.61117 -4.15615 2.78725  C97 1.426, C99 1.348
99 C 1.54278 -4.64567 4.04188  O98 1.348, O100 1.208, O101 1.347
100 O 2.10227 -5.63667 4.44842  C99 1.208
101 O 0.74150 -3.83679 4.76216  C99 1.347, C102 1.427
102 C 0.57572 -4.23654 6.12238  O101 1.427, H106 1.093, H107 1.093, H108 1.091
103 H 2.41446 -4.43449 0.92676  C97 1.092
104 H 3.46620 -4.93865 2.26055  C97 1.093
105 H 2.04198 -5.93370 1.79474  C97 1.093
106 H 1.53492 -4.22875 6.64611  C102 1.093
107 H 0.11112 -5.22411 6.18020  C102 1.093
108 H -0.08628 -3.51557 6.60517  C102 1.091
109 C 2.28609 -13.81012 -2.38102  O110 1.427, H115 1.091, H116 1.093, H117 1.093
110 O 1.09438 -14.15441 -1.67574  C109 1.427, C111 1.347
111 C 0.28258 -13.11130 -1.41865  O110 1.347, O112 1.211, O113 1.347
112 O 0.48513 -11.95876 -1.72965  C111 1.211
113 O -0.79403 -13.57399 -0.75501  C111 1.347, C114 1.427
114 C -1.74834 -12.57002 -0.41392  O113 1.427, H118 1.093, H119 1.093, H120 1.091
115 H 2.86150 -14.72486 -2.53270  C109 1.091
116 H 2.04628 -13.38708 -3.35992  C109 1.093
117 H 2.89292 -13.11387 -1.79665  C109 1.093
118 H -2.14938 -12.09733 -1.31421  C114 1.093
119 H -1.30309 -11.82404 0.24941  C114 1.093
120 H -2.57008 -13.05509 0.11562  C114 1.091
121 C -3.11384 6.40934 5.14746  O122 1.426, H127 1.089, H128 1.090, H129 1.093
122 O -2.40756 7.42520 5.85736  C121 1.426, C123 1.348
123 C -2.89361 7.67898 7.08882  O122 1.348, O124 1.210, O125 1.347
124 O -3.84016 7.13080 7.60555  C123 1.210
125 O -2.14146 8.64889 7.64253  C123 1.347, C126 1.427
126 C -2.54443 9.02340 8.95958  O125 1.427, H130 1.093, H131 1.093, H132 1.091
127 H -2.63882 6.28906 4.17460  C121 1.089
128 H -3.05709 5.45946 5.67882  C121 1.090
129 H -4.15517 6.70263 4.98907  C121 1.093
130 H -2.46421 8.17428 9.64315  C126 1.093
131 H -3.56264 9.42043 8.95248  C126 1.093
132 H -1.87152 9.80909 9.30746  C126 1.091
133 C -0.82949 13.68806 10.59934  O134 1.427, H139 1.091, H140 1.093, H141 1.093
134 O -1.74011 12.61947 10.85291  C133 1.427, C135 1.349
135 C -2.77797 12.95300 11.64781  O134 1.349, O136 1.209, O137 1.349
136 O -2.97747 14.04168 12.13467  C135 1.209
137 O -3.55420 11.86122 11.80520  C135 1.349, C138 1.427
138 C -4.69907 12.07035 12.63051  O137 1.427, H142 1.093, H143 1.093, H144 1.091
139 H -0.03797 13.30694 9.95173  C133 1.091
140 H -1.33279 14.50912 10.08237  C133 1.093
141 H -0.37551 14.03702 11.53020  C133 1.093
142 H -5.35592 12.82716 12.19414  C138 1.093
143 H -4.39851 12.35519 13.64197  C138 1.093
144 H -5.24804 11.12873 12.68662  C138 1.091
145 C 7.86795 -10.23605 0.16420  O146 1.427, H151 1.091, H152 1.093, H153 1.093
146 O 6.63434 -10.14016 0.87421  C145 1.427, C147 1.347
147 C 5.53931 -10.22407 0.09420  O146 1.347, O148 1.210, O149 1.347
148 O 5.53158 -10.36791 -1.10727  C147 1.210
149 O 4.45420 -10.11977 0.88562  C147 1.347, C150 1.427
150 C 3.21178 -10.19250 0.18830  O149 1.427, H154 1.093, H155 1.093, H156 1.091
151 H 8.67909 -10.15627 0.88994  C145 1.091
152 H 7.94911 -11.20295 -0.33900  C145 1.093
153 H 7.96488 -9.41708 -0.55304  C145 1.093
154 H 3.10732 -11.15735 -0.31401  C150 1.093
155 H 3.12288 -9.37155 -0.52793  C150 1.093
156 H 2.40890 -10.09775 0.92156  C150 1.091

- frontier orbital gap (eV) = 5.694
- total energy (hartree) = -6893.52934
- 2S+1 = 1
- HOMO (eV) = -10.4
- net charge = +1